No. 1
ORCA calculation (the ωB97M-V functional and the def2-TZVPD basis) on C2HClO4 in the gas phase.

XYZ file:
```
8
C2HClO4 the ωB97M-V functional and the def2-TZVPD basis
C -0.608 -0.321 0.250
C 0.718 -0.436 -0.574
O -1.507 -1.053 0.028
O 1.605 1.406 0.153
O 1.714 0.352 -0.656
O -0.831 0.704 1.125
Cl 0.633 -1.691 -1.660
H -1.723 1.039 1.335
```

Properties
Energy relative to the best compared isomer or geometry (same formula, charge and spin): 152.9 kcal/mol
Max |F|: 0.0612 hartree/bohr
E_HOMO (spin up / spin down): -10.385 / -9.363 eV
LUMO (spin up / spin down): -1.6 / -1.6 eV
Gap between HOMO and LUMO (spin up / spin down): 8.83 / 7.75 eV
Total charge: 0
Electronic energy: -837.773477 Ha

Atomic partial charges in e from the Mulliken method, atoms 1 to 2: 0.584 0.451

***

No. 2
ORCA calculation (the ωB97M-V functional and the def2-TZVPD basis) on C3H4N2O in the gas phase.

XYZ file:
```
10
C3H4N2O the ωB97M-V functional and the def2-TZVPD basis
C 0.203 0.448 -0.236
C 0.863 -1.849 0.269
C -1.086 1.185 -0.207
N 0.486 -0.660 0.567
N -0.169 2.116 0.267
O -1.209 1.619 1.103
H 0.748 0.567 -1.173
H 1.017 -2.528 1.088
H 1.028 -2.208 -0.752
H -1.880 1.311 -0.925
```

Properties
Energy relative to the best compared isomer or geometry (same formula, charge and spin): 97.9 kcal/mol
Max |F|: 0.1857 hartree/bohr
E_HOMO (spin up / spin down): -5.826 / -9.690 eV
Expectation value of S²: 2.0158
LUMO (spin up / spin down): 1.0 / -2.4 eV
Gap between HOMO and LUMO (spin up / spin down): 6.88 / 7.32 eV
Multiplicity: 3
Total charge: 0
Electronic energy: -301.133976 Ha

Atomic partial charges in e from the Mulliken method, atoms 1 to 2: -0.151 -0.372

***

No. 3
ORCA calculation (the ωB97M-V functional and the def2-TZVPD basis) on 10 unconnected molecules or ions with the total composition C15H50O15.

XYZ file:
```
80
C15H50O15 the ωB97M-V functional and the def2-TZVPD basis
C 6.632 -3.407 -20.199
C 7.404 -4.222 -19.148
O 8.533 -3.548 -18.628
O 7.355 -3.431 -21.435
H 6.387 -2.410 -19.831
H 5.711 -3.912 -20.491
H 7.667 -5.249 -19.401
H 6.769 -4.364 -18.274
H 8.258 -2.720 -18.230
H 8.237 -3.058 -21.362
C 10.266 -8.069 -14.415
C 9.397 -6.752 -14.400
O 8.568 -6.608 -13.227
O 9.496 -9.150 -14.799
H 10.861 -8.274 -13.526
H 11.029 -7.968 -15.187
H 8.776 -6.557 -15.274
H 10.104 -5.930 -14.506
H 9.147 -6.870 -12.507
H 8.941 -8.942 -15.554
C 5.837 -10.980 -11.802
C 4.629 -10.193 -12.272
O 4.728 -8.861 -11.859
O 5.629 -11.365 -10.445
H 6.756 -10.439 -12.030
H 5.882 -11.914 -12.361
H 3.780 -10.721 -11.837
H 4.472 -10.226 -13.350
H 5.578 -8.521 -12.147
H 6.398 -11.916 -10.284
C 2.521 1.074 -18.041
C 3.097 0.583 -16.744
O 4.489 0.254 -16.870
O 3.029 2.313 -18.473
H 1.440 1.093 -17.906
H 2.689 0.304 -18.795
H 2.513 -0.274 -16.408
H 3.006 1.358 -15.982
H 4.675 -0.377 -16.171
H 2.847 2.928 -17.758
C 0.512 -6.168 -10.514
C -0.519 -7.240 -10.012
O -0.085 -8.533 -10.364
O 1.781 -6.257 -9.846
H 0.098 -5.169 -10.379
H 0.589 -6.325 -11.590
H -1.474 -7.075 -10.512
H -0.661 -7.309 -8.934
H 0.499 -8.843 -9.667
H 2.290 -6.797 -10.455
C 0.225 -7.547 -16.246
O -1.007 -6.923 -16.299
H 0.243 -8.365 -15.525
H 0.533 -7.890 -17.233
H 0.990 -6.842 -15.920
H -1.616 -7.438 -16.832
C 2.987 1.155 -11.154
O 2.334 2.276 -10.669
H 2.847 1.094 -12.233
H 4.055 1.295 -10.986
H 2.736 0.204 -10.683
H 2.879 3.064 -10.729
C 4.060 -3.990 -13.619
O 5.230 -3.248 -13.843
H 4.153 -4.538 -12.681
H 3.208 -3.319 -13.511
H 3.857 -4.734 -14.389
H 5.953 -3.855 -13.670
C 10.184 -1.133 -12.192
O 11.211 -0.456 -12.835
H 10.441 -1.348 -11.154
H 9.298 -0.498 -12.212
H 9.962 -2.042 -12.750
H 11.529 0.264 -12.286
C 5.870 -2.670 -7.935
O 5.393 -3.991 -7.676
H 6.785 -2.795 -8.515
H 5.211 -2.079 -8.570
H 6.131 -2.084 -7.053
H 4.781 -4.367 -8.313
```

Properties
Energy relative to the best compared isomer or geometry (same formula, charge and spin): 72.8 kcal/mol
Max |F|: 0.0522 hartree/bohr
E_HOMO: -9.907 eV
LUMO: 0.0 eV
Gap between HOMO and LUMO: 9.87 eV
Total charge: 0
Electronic energy: -1729.834335 Ha

Atomic partial charges in e from the Mulliken method, atoms 1 to 2: -0.310 -0.370

***

No. 4
ORCA calculation (the ωB97M-V functional and the def2-TZVPD basis) on C2H5O in the gas phase.

XYZ file:
```
8
C2H5O the ωB97M-V functional and the def2-TZVPD basis
C -0.602 0.084 0.103
O 0.238 0.630 1.040
C 0.365 -0.542 -0.911
H -1.264 -0.787 0.307
H -1.350 0.797 -0.435
H 1.083 0.108 -1.568
H 1.060 -0.997 -0.179
H -0.009 -1.414 -1.591
```

Properties
Energy relative to the best compared isomer or geometry (same formula, charge and spin): 19.4 kcal/mol
Max |F|: 0.0645 hartree/bohr
E_HOMO (spin up / spin down): -10.805 / -10.228 eV
Expectation value of S²: 0.7545
LUMO (spin up / spin down): 1.1 / -1.8 eV
Gap between HOMO and LUMO (spin up / spin down): 11.91 / 8.41 eV
Multiplicity: 2
Total charge: 0
Electronic energy: -154.321034 Ha

Atomic partial charges in e from the Mulliken method, atoms 1 to 2: -0.094 -0.307

***

No. 5
ORCA calculation (the ωB97M-V functional and the def2-TZVPD basis) on a molecular structure, C30H29MoN4OS.

XYZ file:
```
66
C30H29MoN4OS the ωB97M-V functional and the def2-TZVPD basis
Mo 0.133 0.391 0.841
C 2.465 3.956 -0.258
C 3.570 3.439 -0.918
C 3.671 2.070 -1.100
C 2.670 1.248 -0.612
N 1.602 1.757 0.036
C 1.503 3.084 0.207
C 2.634 -0.212 -0.775
C 3.592 -0.973 -1.420
C 3.397 -2.340 -1.536
C 2.254 -2.909 -1.006
C 1.331 -2.098 -0.363
N 1.528 -0.772 -0.252
C 0.090 -2.567 0.267
C -0.328 -3.888 0.288
C -1.495 -4.218 0.953
C -2.221 -3.218 1.585
C -1.765 -1.921 1.509
N -0.633 -1.598 0.866
H 2.348 5.018 -0.097
H 4.344 4.096 -1.292
H 4.520 1.651 -1.619
H 0.627 3.434 0.737
H 4.477 -0.511 -1.833
H 4.132 -2.955 -2.037
H 2.084 -3.972 -1.093
H 0.253 -4.652 -0.206
H -1.834 -5.244 0.980
H -3.135 -3.434 2.120
H -2.312 -1.104 1.962
C -0.317 -0.387 -4.569
C -0.149 -1.157 -3.252
C -0.374 -2.648 -3.478
C -1.051 -0.556 -2.194
C -2.261 -1.096 -1.826
C -3.107 -0.430 -0.924
C -2.778 0.789 -0.376
C -3.743 1.550 0.488
C -1.526 1.364 -0.731
C -0.684 0.682 -1.615
H 0.339 -0.795 -5.337
H -0.085 0.673 -4.452
H -1.346 -0.467 -4.922
H 0.886 -1.011 -2.915
H -1.336 -2.833 -3.960
H -0.352 -3.217 -2.545
H 0.395 -3.045 -4.140
H -2.591 -2.034 -2.254
H -4.067 -0.871 -0.681
H -3.263 1.901 1.401
H -4.602 0.937 0.755
H -4.115 2.428 -0.044
H -1.347 2.406 -0.492
H 0.193 1.183 -2.011
O -0.809 1.756 1.975
N -0.483 1.916 3.292
C -1.190 2.850 3.971
C -0.921 3.082 5.286
C 0.094 2.344 5.909
C 0.795 1.406 5.193
C 0.502 1.182 3.843
S 1.323 0.020 2.863
H -1.943 3.359 3.389
H -1.491 3.827 5.822
H 0.325 2.512 6.952
H 1.584 0.821 5.644
```

Properties
Energy relative to the best compared isomer or geometry (same formula, charge and spin): 0.0 kcal/mol
Max |F|: 0.0167 hartree/bohr
E_HOMO (spin up / spin down): -13.143 / -12.911 eV
Expectation value of S²: 0.7612
LUMO (spin up / spin down): -6.4 / -6.7 eV
Gap between HOMO and LUMO (spin up / spin down): 6.79 / 6.18 eV
Multiplicity: 2
Total charge: +2
Electronic energy: -1920.819260 Ha

Atomic partial charges in e from the Mulliken method, atoms 1 to 2: -0.173 -1.053

***

No. 6
ORCA calculation (the ωB97M-V functional and the def2-TZVPD basis) on 5 unconnected molecules or ions with the total composition C29H23ClI2O20S.

XYZ file:
```
76
C29H23ClI2O20S the ωB97M-V functional and the def2-TZVPD basis
C -0.816 -2.316 5.296
C -0.792 -1.586 3.960
I 0.796 -2.356 2.756
C -0.574 -0.075 4.086
I -1.441 0.957 2.338
O -1.138 0.441 5.311
S -2.683 0.858 5.097
O -2.896 2.065 5.849
O -3.478 -0.313 5.990
C -4.769 -0.552 5.441
C -4.722 -1.636 4.386
O -4.984 -1.493 3.237
Cl -4.211 -3.199 5.021
H -1.562 -1.898 5.968
H -1.033 -3.372 5.123
H 0.157 -2.266 5.792
H -1.707 -1.787 3.405
H 0.479 0.194 4.078
H -5.402 -0.873 6.269
H -5.185 0.333 4.954
C 2.401 -5.376 -0.223
C 3.403 -4.722 0.378
C 4.741 -5.361 0.644
O 5.582 -4.665 1.182
C 4.940 -6.740 0.250
C 3.940 -7.394 -0.356
C 2.606 -6.742 -0.641
O 1.779 -7.421 -1.224
O 4.017 -8.651 -0.763
O 3.316 -3.461 0.780
H 1.444 -4.915 -0.424
H 5.898 -7.196 0.455
H 3.152 -8.859 -1.169
H 4.182 -3.243 1.178
C -2.610 6.442 2.224
C -3.833 6.987 2.265
C -5.015 6.360 1.568
O -6.085 6.929 1.683
C -4.807 5.143 0.816
C -3.583 4.593 0.769
C -2.403 5.210 1.488
O -1.329 4.641 1.415
O -3.323 3.488 0.091
O -4.124 8.106 2.910
H -1.759 6.881 2.724
H -5.656 4.709 0.307
H -2.372 3.292 0.198
H -5.080 8.257 2.774
C 0.558 4.831 -3.815
C 0.278 4.014 -2.789
C -1.083 3.379 -2.617
O -1.223 2.639 -1.658
C -2.123 3.682 -3.572
C -1.843 4.502 -4.596
C -0.475 5.120 -4.785
O -0.332 5.836 -5.759
O -2.715 4.847 -5.527
O 1.146 3.690 -1.846
H 1.528 5.288 -3.949
H -3.096 3.234 -3.428
H -2.240 5.442 -6.140
H 0.680 3.094 -1.228
C 5.071 -2.488 -3.467
C 5.118 -1.648 -4.512
C 4.159 -1.754 -5.676
O 4.284 -0.928 -6.561
C 3.172 -2.812 -5.669
C 3.126 -3.654 -4.626
C 4.073 -3.533 -3.455
O 3.932 -4.342 -2.554
O 2.262 -4.650 -4.523
O 5.988 -0.660 -4.626
H 5.751 -2.419 -2.630
H 2.498 -2.889 -6.510
H 2.443 -5.094 -3.671
H 5.788 -0.216 -5.474
```

Properties
Max |F|: 0.0335 hartree/bohr
E_HOMO: -9.315 eV
LUMO: -1.6 eV
Gap between HOMO and LUMO: 7.69 eV
Total charge: 0
Electronic energy: -4077.399801 Ha

Atomic partial charges in e from the Mulliken method, atoms 1 to 2: -1.361 -0.021